[1]
Molecular formula: C48H118N2O12
Method: DFT, wB97M-V/def2-TZVPD

SMILES: CC1(C)CCCC(C)(C)N1O.CC1(C)CCCC(C)(C)N1O.CC(C)O.CC(C)O.CC(C)O.CC(C)O.CC(C)O.CC(C)O.CC(C)O.CC(C)O.CC(C)O.CC(C)O
Energy above the lowest of the compared OMol25 structures with the same formula, charge and spin (eV): 6.467
HOMO-LUMO gap (eV): 8.424
Energy (eV): -79232.4069
2S+1: 1

The geometry in XYZ format:
```
180
Properties=species:S:1:pos:R:3:forces:R:3
C 7.481736 -3.406446 -6.110121 0.977 0.301 0.307
C 8.859296 -2.666166 -6.064361 -1.670 0.927 0.670
C 8.893966 -1.579756 -4.935721 0.185 -0.840 -1.027
O 9.921446 -3.514086 -5.798711 0.855 -0.943 0.418
H 6.610466 -2.788316 -6.326731 0.241 0.434 0.160
H 7.382866 -3.823756 -5.108041 -0.351 -0.434 -0.176
H 7.469666 -4.159866 -6.897721 0.199 -0.321 0.216
H 9.013096 -2.187986 -7.031721 0.037 0.379 -0.096
H 8.038306 -0.930546 -5.121351 0.408 0.491 0.179
H 9.888116 -1.134096 -4.969611 -0.276 0.663 -0.352
H 8.862256 -1.939056 -3.907131 -0.474 -0.648 -0.172
H 10.033356 -4.175566 -6.485391 -0.132 -0.009 -0.125
C -5.713594 -8.270216 -2.009131 0.310 -0.646 1.136
C -5.085704 -7.380056 -0.934131 -0.045 1.114 0.141
C -5.427254 -7.687786 0.522579 -0.712 -0.343 -0.503
O -3.668864 -7.387266 -0.991901 0.658 -0.517 -0.915
H -5.397924 -9.294536 -1.811101 0.104 -0.191 -0.371
H -5.466614 -7.966286 -3.026341 0.149 0.024 0.194
H -6.796074 -8.266606 -1.881261 -0.055 0.158 -0.066
H -5.446184 -6.394106 -1.227511 0.020 0.478 0.409
H -4.947474 -7.027256 1.244809 0.111 0.225 -0.325
H -5.068904 -8.694256 0.738679 -0.195 -0.119 0.083
H -6.504034 -7.612546 0.674249 -0.094 -0.226 0.177
H -3.299044 -6.537816 -0.740361 -0.242 0.054 0.043
C 1.475326 1.526874 -9.562571 -1.141 -0.504 0.291
C 2.633286 2.283504 -10.071531 1.324 -0.075 0.157
C 3.641376 2.566874 -8.978581 0.159 0.590 0.564
O 3.257756 1.452524 -11.003811 0.448 -0.970 -1.331
H 1.011466 2.120614 -8.774901 -0.484 -0.125 -0.164
H 1.703206 0.543094 -9.152271 0.552 0.117 0.165
H 0.814526 1.295564 -10.397991 -0.388 0.358 0.149
H 2.285756 3.170544 -10.601131 -0.042 0.446 0.307
H 4.517726 3.135254 -9.290121 -0.152 0.314 -0.364
H 4.077836 1.644474 -8.595461 -0.424 -0.231 0.068
H 3.167966 3.117744 -8.165851 0.110 0.006 0.173
H 4.043286 1.879464 -11.353481 0.039 0.071 -0.014
C 9.163016 -6.251916 1.215709 0.629 -0.094 -1.088
C 10.568196 -6.915406 1.293859 -2.428 1.186 1.407
C 11.635576 -6.077096 0.624229 0.207 -0.328 0.431
O 10.866546 -7.002566 2.684109 1.051 -0.052 0.388
H 8.980786 -6.158866 0.145079 -0.530 0.175 -0.088
H 9.119066 -5.258256 1.661579 0.313 -0.021 0.047
H 8.361606 -6.847576 1.652799 0.145 -0.225 0.031
H 10.417906 -7.933296 0.934109 0.609 -0.026 -0.636
H 11.396876 -5.837516 -0.411971 0.273 -0.588 -0.133
H 12.568336 -6.610496 0.807389 0.230 0.063 -0.730
H 11.788696 -5.100736 1.083979 -0.442 -0.054 0.463
H 10.157676 -7.465746 3.136379 -0.059 -0.036 -0.095
C -6.515254 1.105564 -7.237671 0.581 0.342 -0.831
C -5.817844 -0.228896 -7.175531 0.049 0.814 0.549
C -6.481064 -1.188836 -6.259221 -0.189 -0.569 1.419
O -5.676794 -0.723686 -8.456201 0.262 -0.722 -1.270
H -6.421454 1.584444 -6.263001 -0.681 0.132 -0.116
H -7.493844 1.051714 -7.714701 -0.449 -0.257 0.824
H -6.005564 1.725474 -7.975241 0.498 0.139 0.186
H -4.816094 -0.069336 -6.776591 0.290 0.308 0.262
H -6.414454 -0.730886 -5.272341 -0.550 0.053 0.244
H -5.930274 -2.115616 -6.098521 0.200 -0.170 -0.478
H -7.508614 -1.457816 -6.503941 -0.023 0.271 -0.093
H -5.071154 -1.455896 -8.319571 0.017 -0.346 -0.699
C -4.591494 0.446544 9.816569 0.724 -0.239 -0.133
C -4.675284 1.352994 11.054919 0.093 -0.857 0.587
C -5.234934 0.699954 12.342389 -0.768 0.207 -1.214
O -3.390424 1.871034 11.391959 0.011 0.575 -0.456
H -3.819724 -0.320996 9.874619 -0.021 -0.410 0.913
H -4.155994 0.953994 8.955779 -0.660 0.678 -0.104
H -5.508234 -0.077176 9.545659 -0.144 0.327 0.045
H -5.306704 2.212034 10.828089 0.161 0.117 -0.090
H -4.618454 -0.145476 12.647849 0.148 0.250 0.344
H -6.239584 0.310274 12.178259 -0.088 -0.196 -0.218
H -5.388444 1.494394 13.072729 0.580 -0.274 0.311
H -2.827834 1.151274 11.686949 -0.033 -0.174 0.012
C -1.696054 9.016304 -2.228651 1.348 0.009 -0.366
C -1.284254 9.388094 -3.669411 -0.568 -0.202 -0.245
C -1.485754 8.218644 -4.639071 -0.055 0.205 0.299
O -2.133864 10.431274 -4.113191 -0.790 0.397 -0.170
H -1.349044 9.804174 -1.560111 -0.291 0.187 0.143
H -1.144594 8.133604 -1.904871 -0.160 -0.210 0.007
H -2.768394 8.854034 -2.119761 0.061 0.018 -0.201
H -0.302464 9.855344 -3.745981 0.572 -0.739 0.407
H -1.473414 8.495164 -5.693331 0.101 0.375 0.121
H -2.486634 7.844364 -4.423981 0.016 -0.326 -0.107
H -0.743094 7.430704 -4.513731 -0.067 -0.029 0.236
H -2.314634 10.959064 -3.331941 -0.167 0.313 -0.122
C -8.180394 5.297514 -0.850331 0.976 0.080 1.003
C -7.133084 4.494504 0.039899 -1.101 1.537 0.226
C -6.996614 4.965434 1.482889 -0.168 2.227 0.224
O -7.563754 3.208904 0.156279 -0.625 -3.040 -0.715
H -9.222224 5.159104 -0.561311 -0.004 -0.550 0.407
H -8.103274 4.982454 -1.890951 0.185 0.237 0.033
H -8.056394 6.371144 -0.708731 0.375 0.104 -0.461
H -6.178734 4.474304 -0.486331 0.091 0.089 0.086
H -6.545234 4.319134 2.235649 0.351 -0.380 -0.711
H -7.963114 5.222314 1.916459 -0.497 -0.286 -0.222
H -6.511724 5.940974 1.519039 0.471 0.076 0.074
H -8.507744 3.216134 0.330709 -0.049 -0.096 0.054
C 1.823686 -8.304846 4.904669 -0.251 1.093 0.332
C 1.409766 -9.611306 5.522899 -0.731 -0.170 -0.894
C -0.133434 -9.866486 5.515919 0.591 1.005 0.865
O 1.993466 -10.610826 4.727469 0.770 -1.247 -0.094
H 1.521866 -8.264876 3.858049 0.062 0.101 -0.072
H 2.898646 -8.154036 5.003669 0.065 -0.313 -0.301
H 1.398376 -7.448286 5.427649 -0.321 0.084 -0.028
H 1.942706 -9.660116 6.472489 -0.680 -0.369 0.379
H -0.455654 -10.693896 6.148109 0.273 -0.086 -0.090
H -0.515844 -10.024326 4.507479 0.312 -0.117 -0.167
H -0.647654 -8.972326 5.868269 -0.094 0.056 0.177
H 1.533006 -10.620176 3.885159 0.001 -0.034 -0.113
C -2.307604 -7.896306 -9.658681 0.203 0.055 0.350
C -1.367114 -6.804786 -9.156221 -0.105 -0.991 -0.479
C 0.075346 -6.999916 -9.506251 0.893 0.103 1.169
O -1.804954 -5.594916 -9.755061 0.140 0.295 0.196
H -2.099564 -8.144746 -10.699401 -0.482 0.504 -0.249
H -3.253514 -7.404896 -9.430931 -0.489 -0.639 -0.743
H -2.272554 -8.866796 -9.163701 0.208 0.182 0.527
H -1.480684 -6.782756 -8.072371 0.044 0.490 0.119
H 0.449136 -7.859866 -8.950491 0.160 -0.370 -0.556
H 0.659496 -6.177816 -9.092711 -0.008 0.276 0.049
H 0.309796 -7.004736 -10.570721 -0.271 -0.511 -0.105
H -1.122334 -5.455896 -10.415591 -0.299 0.613 -0.271
C -0.754934 -2.125786 2.429819 1.022 -0.114 0.257
C 0.015446 -1.122106 1.517659 -1.335 0.678 0.936
C 1.521696 -1.156746 1.836809 0.285 -1.554 -0.402
C 2.420956 -0.572176 0.777139 -1.797 -0.401 -0.360
C 1.949636 -1.122506 -0.612961 1.955 0.863 0.836
C 0.461966 -1.007306 -0.997911 0.943 0.534 -0.904
N -0.322754 -1.571826 0.119899 0.091 1.036 -0.054
O -1.739924 -1.408806 -0.171831 1.138 -0.646 0.574
C 0.125536 0.483594 -1.426251 -0.027 -1.093 0.265
C 0.232746 -1.952646 -2.227951 -0.792 1.013 0.636
C -0.414634 0.315264 1.998889 -0.608 -0.909 -0.215
H -0.592594 -3.140806 2.067209 -0.087 0.024 -0.172
H -1.823644 -1.975886 2.583039 0.062 0.323 -0.441
H -0.293744 -2.099276 3.417089 -0.004 0.110 0.197
H 1.746836 -0.712666 2.806449 -0.412 -0.046 0.115
H 1.828496 -2.201646 1.883349 -0.115 -0.334 0.301
H 3.446246 -0.880656 0.981429 0.047 0.285 -0.186
H 2.311656 0.511434 0.821149 0.370 0.175 -0.303
H 2.369576 -2.118356 -0.754451 -0.578 -0.435 0.333
H 2.671336 -0.551616 -1.197201 -0.777 0.263 -1.237
H 0.399866 1.251054 -0.702481 0.001 -0.187 0.158
H 0.649076 0.712464 -2.354491 0.038 -0.095 0.017
H -0.941654 0.553134 -1.636871 -0.041 0.154 -0.032
H 0.612436 -2.940416 -1.966701 -0.147 0.029 -0.328
H -0.840204 -1.954926 -2.420001 -0.142 -0.515 0.282
H 0.600896 -1.562156 -3.176681 0.762 -0.014 0.248
H 0.123636 1.139444 1.530809 -0.203 -0.041 -0.045
H -0.249584 0.340224 3.076039 0.400 0.040 -0.005
H -1.499494 0.415524 1.965309 -0.104 0.369 -0.577
H -1.941314 -0.472136 -0.111061 0.046 0.478 0.103
C 0.182616 9.497084 7.827049 -0.925 0.150 0.243
C -0.131704 8.134294 7.142799 0.950 0.454 -0.802
C 0.205616 8.291524 5.633359 -0.351 -0.394 -0.595
C 1.632066 8.359604 5.168819 1.102 0.185 1.761
C 2.391476 7.181664 5.789419 -0.836 -0.614 -0.564
C 2.130866 6.848374 7.300329 0.876 0.353 0.453
N 0.667296 7.023954 7.692799 0.461 -0.264 -2.940
O 0.363496 6.780024 9.016929 0.465 0.306 1.032
C 2.466586 5.328214 7.521589 -1.424 0.633 -1.163
C 3.107656 7.736744 8.160439 -0.708 -0.439 0.131
C -1.666044 7.769894 7.156649 1.255 0.748 0.871
H 0.109436 9.485974 8.914539 -0.047 -0.426 0.069
H -0.570264 10.218134 7.508679 -0.117 0.120 -0.122
H 1.143366 9.962824 7.607649 0.088 -0.434 -0.348
H -0.156514 7.405274 5.112289 -0.745 -0.008 0.013
H -0.308564 9.189354 5.290399 -0.368 -0.159 -0.108
H 2.068716 9.297214 5.512809 0.241 0.183 0.033
H 1.790456 8.335874 4.090649 -0.468 -0.012 -0.051
H 3.434606 7.264604 5.484289 0.361 0.099 0.902
H 2.107506 6.293544 5.224879 -0.461 -0.180 -0.069
H 1.902836 4.921144 8.360979 1.097 0.248 0.810
H 1.945556 4.759344 6.751509 0.000 0.187 -0.615
H 3.518236 5.095294 7.354599 0.022 0.039 0.833
H 4.135866 7.829934 7.810879 -0.022 -0.595 -0.425
H 2.775236 8.773744 8.207659 -0.280 -0.162 0.298
H 3.145806 7.264124 9.141899 -0.022 0.487 0.268
H -2.243354 8.413354 6.492749 0.222 0.063 -0.121
H -2.011304 7.985214 8.167849 -0.332 -0.457 0.056
H -1.808714 6.731214 6.858489 0.025 0.033 0.182
H -0.189514 5.995354 9.008139 -0.063 -0.149 -0.031
```
Positions in Å, forces in eV/Å.



[2]
Molecular formula: C4H10N2OS
Method: DFT, wB97M-V/def2-TZVPD

Energy above the lowest of the compared OMol25 structures with the same formula, charge and spin (eV): 2.677
HOMO-LUMO gap (spin up / spin down) (eV): 2.746 / 6.469
Energy (eV): -20170.9115
Net charge: -1
<S²>: 0.750
2S+1: 2

The geometry in XYZ format:
```
18
Properties=species:S:1:pos:R:3:forces:R:3
O 0.169415 2.285178 0.809401 0.013 -0.059 -0.176
C 0.335675 1.050802 0.586083 -0.217 0.967 -0.318
N -0.813896 0.265798 0.680453 0.102 -0.788 -0.313
C -0.889430 -1.187797 0.647068 -0.303 1.367 0.924
C -2.084859 -1.594404 -0.192754 0.440 0.395 -0.694
S -1.684156 -1.569889 -1.974843 0.001 -0.183 -0.108
C 1.539841 0.519611 0.162842 -0.640 -0.159 0.524
N 2.499288 1.536178 -0.294645 -0.848 -0.381 -0.160
H -1.677829 0.764329 0.797942 0.182 0.254 0.250
H 0.072591 -1.554093 0.302505 -0.184 -0.384 -0.087
H -1.066875 -1.471420 1.690099 0.152 -0.738 -0.010
H -2.857698 -0.844928 -0.053010 -0.275 -0.096 0.248
H -2.486180 -2.571814 0.038635 0.026 -0.272 0.044
H -0.889786 -0.485826 -1.930603 -0.025 0.011 0.110
H 1.713692 -0.527012 0.033892 0.500 0.056 -0.384
H 3.423683 1.102505 -0.419363 0.506 0.324 0.015
H 2.199200 1.928021 -1.216498 0.304 -0.070 -0.089
H 2.497324 2.354762 0.332796 0.266 -0.245 0.222
```
Positions in Å, forces in eV/Å.



[3]
Molecular formula: C4H6O2
Method: DFT, wB97M-V/def2-TZVPD

Energy above the lowest of the compared OMol25 structures with the same formula, charge and spin (eV): 4.727
HOMO-LUMO gap (eV): 8.618
Energy (eV): -8335.7338
2S+1: 1

The geometry in XYZ format:
```
12
Properties=species:S:1:pos:R:3:forces:R:3
O 1.625831 -0.754762 -0.608748 0.083 0.100 -0.055
C 0.259478 -0.539035 -0.436642 -0.191 -0.003 -0.006
C -0.091271 -0.138973 1.007153 -0.188 0.151 -0.071
C -1.514373 0.085976 1.256713 0.370 -0.012 0.201
O 0.567443 1.265094 -1.959784 -0.335 -0.335 0.209
C -0.211657 0.599469 -1.316804 0.230 0.235 -0.221
H 1.926582 -0.058485 -1.219646 0.049 -0.121 0.075
H -0.322879 -1.436100 -0.695389 0.066 0.130 -0.002
H -0.012311 -1.046310 1.655073 -0.068 0.037 0.002
H 0.655951 0.566108 1.404599 -0.154 -0.061 -0.021
H -1.584490 0.649440 2.208541 0.008 -0.143 -0.090
H -1.298303 0.807573 -1.295071 0.130 0.021 -0.021
```
Positions in Å, forces in eV/Å.



> Which of these has the highest 2S+1?

C4H10N2OS



> Number 2 is which compound?

C4H10N2OS



> The lowest energy above the lowest of the compared OMol25 structures with the same formula, charge and spin belongs to which entry?

C4H10N2OS



> Which of these has the lowest energy?

C48H118N2O12